25
Properties=species:S:1:pos:R:3:forces:R:3:lowdin_charge:R:1 method="wB97M-V/def2-TZVPD" charge=+2 e_tot_ha=-384.7212 gap_ev="11.335 / 6.611" e_above_lowest_ev=2.014 spin_multiplicity=2 e_lumo_ev="-7.133 / -11.855" fmax_ev_per_a=5.41
O 0.900351 -1.326957 -2.656543 -1.008 0.606 0.994 -0.05
H -0.926878 3.165669 -0.522473 -0.488 -0.115 0.182 0.19
C -1.262678 -0.199467 -0.287225 0.499 1.571 -2.116 -0.08
C 0.597470 -1.458555 0.611179 2.811 1.178 -0.163 -0.15
C -1.787505 1.219187 -0.514592 -0.272 1.380 1.996 -0.09
N -0.648169 2.191885 -0.697150 0.845 1.471 -1.614 0.20
H -0.978478 -0.633664 -1.261222 0.332 0.056 0.417 0.13
H 1.735425 -1.774221 -2.505701 0.186 0.042 -0.965 0.05
H 0.482452 0.441654 2.636421 0.170 0.057 -0.544 0.12
H -2.291127 1.655366 0.376991 0.242 -0.745 -0.264 0.14
H -0.290521 2.279856 -1.675783 -0.199 -0.626 0.557 0.20
C 2.137078 -1.051145 0.728491 -0.095 1.893 -0.002 0.00
H 2.532810 -0.782864 -0.248669 -0.087 -0.865 -0.423 0.07
H -1.085698 1.072369 2.178273 0.145 -0.498 -0.569 0.11
H 0.499129 -1.949524 -0.320867 -0.540 -0.346 -0.938 0.10
N -0.073106 -0.172036 0.613927 -3.621 -3.112 2.550 -0.02
H 2.754623 -1.790806 1.233460 -0.156 0.145 0.075 0.10
H -2.069312 -0.839690 0.069158 0.163 -0.127 0.690 0.17
C -0.411943 0.210990 2.042177 1.010 1.219 0.206 0.04
H -2.517577 1.442060 -1.284277 0.173 -0.731 -0.556 0.15
H 0.308243 -2.131684 1.419836 -0.118 0.437 0.277 0.16
H 0.181084 2.095747 -0.103669 -0.147 -0.515 0.066 0.17
H 2.247171 0.001907 1.145977 -0.140 -1.547 0.537 0.10
H 0.743981 -1.001629 -3.552034 0.799 -0.572 0.005 0.07
H -0.776825 -0.664447 2.574315 -0.504 -0.258 -0.398 0.13

26
Properties=species:S:1:pos:R:3:forces:R:3:lowdin_charge:R:1 method="wB97M-V/def2-TZVPD" charge=+1 e_tot_ha=-460.4443 gap_ev=7.797 e_above_lowest_ev=1.302 e_lumo_ev=-3.207 fmax_ev_per_a=1.98
H -1.577899 -0.599192 -1.507803 0.113 0.269 -0.029 0.14
C 0.158824 -0.557064 -0.147280 -0.084 0.425 0.346 -0.16
H 2.773692 1.226538 -3.219274 0.259 0.130 -0.105 0.09
H -2.023456 -1.510670 1.015838 0.826 -0.064 -0.567 0.16
C 1.719170 0.373897 -1.733608 1.908 0.525 -0.025 -0.15
H 0.010978 2.260217 0.379610 -0.300 -0.191 -0.291 0.06
C -1.276401 -0.188054 -0.545915 0.329 -0.651 0.274 -0.12
H 0.543683 -1.503047 -0.528780 -0.458 0.064 -0.414 0.11
H 1.720220 -0.548357 -2.305714 -0.567 -0.204 0.351 0.12
H -1.344827 0.895209 -0.500503 -0.277 -0.048 -0.336 0.11
O 0.134236 -3.538147 1.295173 -0.201 1.331 -0.232 -0.04
N -2.278170 -0.682884 0.462071 -1.004 -0.964 1.396 0.16
H -2.253767 1.553177 3.060207 0.154 0.026 0.087 0.08
H -3.185184 -0.971393 0.092278 0.008 0.485 -0.363 0.17
O -2.054962 1.506462 2.116898 -0.370 -0.237 -0.041 -0.03
C 1.002753 1.894024 0.111038 0.626 1.271 0.365 -0.06
H -2.426302 0.007794 1.231081 0.204 0.291 -0.432 0.10
H 1.002051 -3.934615 1.299615 0.148 -0.455 0.084 0.05
H -2.775677 1.993398 1.702796 0.003 0.407 0.037 0.08
H 1.468995 2.681701 -0.493234 -0.351 -0.060 -0.111 0.07
N 2.781005 1.175625 -2.212025 -1.197 -0.066 0.205 0.07
H 0.171700 -0.745885 0.934940 0.190 0.496 0.027 0.12
H -0.532707 -4.196302 1.433961 -0.077 -0.873 0.157 0.03
C 1.041161 0.592776 -0.601841 -0.283 -1.200 -0.155 -0.31
H 2.779194 2.093697 -1.791936 0.245 0.123 -0.188 0.07
H 1.538551 2.025241 1.060712 0.159 -0.828 -0.038 0.09

25
Properties=species:S:1:pos:R:3:forces:R:3:lowdin_charge:R:1 method="wB97M-V/def2-TZVPD" charge=+1 e_tot_ha=-599.4559 gap_ev=9.529 e_above_lowest_ev=0.679 e_lumo_ev=-4.347 fmax_ev_per_a=3.79
H 3.524933 -0.223538 0.532681 0.399 -0.145 0.051 0.02
H -1.615894 -1.130568 -1.731107 -1.175 0.683 0.104 0.03
C -1.682948 2.268564 0.481050 3.033 1.229 1.595 -0.20
H -2.128681 -0.124849 2.288991 -0.606 0.321 0.855 0.01
H -1.904373 -1.629283 1.307302 -0.657 -0.096 -0.168 0.02
H -0.510355 -0.877629 1.951030 -1.027 0.475 0.200 0.04
H 0.861592 1.622610 -1.036460 -0.356 0.870 -0.597 0.06
H 1.745019 -1.825179 -0.081127 -0.419 1.017 -0.526 0.11
H 1.255893 -2.325508 -1.674651 0.753 0.121 -0.426 0.14
H -1.067323 3.031435 -0.122089 -1.171 -0.976 0.905 0.07
N 1.467496 -1.554129 -1.055035 -0.259 -0.099 -0.408 0.16
C -1.551182 -0.646374 1.574349 3.220 0.162 -2.000 -0.15
C 0.786184 0.677894 -0.550886 0.639 1.799 2.841 -0.19
H 3.015023 -0.508081 2.071978 -0.033 -0.471 -1.293 0.06
H 1.210976 0.004894 -2.517520 -0.214 -1.262 0.996 0.17
N 3.120558 -0.945665 1.119811 1.717 -1.693 2.387 -0.03
H 1.422607 0.889472 0.398357 -1.320 -1.104 -1.139 0.12
H 3.898203 -1.706568 1.333859 -1.894 2.152 -0.903 0.10
H -1.433144 2.436879 1.617471 -0.191 -0.268 -2.091 0.08
C 1.219487 -0.319130 -1.435770 -0.447 -1.304 -0.436 -0.17
Si -1.240424 0.534393 0.026613 -0.659 -1.414 0.118 0.65
C -2.205285 -0.198959 -1.474432 0.176 -0.814 1.884 -0.19
H -2.166110 0.475800 -2.294363 -0.126 0.500 -0.879 0.00
H -2.714898 2.462433 0.431209 -1.397 0.271 -0.457 0.01
H -3.307363 -0.388910 -1.161273 2.013 0.047 -0.612 0.08